one.
11
Properties=species:S:1:pos:R:3 method="wB97M-V/def2-TZVPD" gap_ev=10.422 smiles="O=CCCO" lumo_energy_ha=0.027 multiplicity=1
O 0.5716 -2.5531 -0.0043
C 0.4660 -1.4826 0.5500
C -0.5158 -0.4649 -0.1016
C -0.2842 1.0382 -0.0754
O 0.9463 1.2925 -0.7211
H 1.0978 -1.5290 1.4527
H -0.5216 -0.8057 -1.1460
H -1.5261 -0.6700 0.2843
H -1.1157 1.5498 -0.5988
H -0.2865 1.4017 0.9614
H 1.1682 2.2230 -0.6010



two.
11
Properties=species:S:1:pos:R:3 method="wB97M-V/def2-TZVPD" gap_ev=9.859 smiles="O=CCCO" lumo_energy_ha=0.028 multiplicity=1
O 2.5187 0.3235 -0.4853
C 1.4413 0.6268 0.0384
C 0.4140 -0.5451 0.1093
C -1.0591 -0.2302 0.2446
O -1.4420 0.4750 -0.9179
H 1.9576 1.6075 0.1432
H 0.6026 -1.1257 -0.8119
H 0.7391 -1.1893 0.9412
H -1.6432 -1.1607 0.3582
H -1.2093 0.3704 1.1521
H -2.3197 0.8478 -0.7720



Consider the structures shown above. The least stable of them is two.